Computed, not measured: C40H32BrKN5O4S as an isolated structure at a distorted geometry, with wB97M-V/def2-TZVPD.

The geometry in XYZ format:
```
84
Properties=species:S:1:pos:R:3:forces:R:3:mulliken_charge:R:1
K 0.19986 -0.50862 0.00402 0.132 -0.719 0.402 1.122
C 0.36252 -3.81494 -1.17923 0.112 0.107 -0.011 -1.151
O 0.32812 -2.46545 -1.62235 0.028 -0.374 -0.587 0.672
C 0.62195 -2.22183 -2.93773 0.081 0.082 0.039 0.436
C 1.05207 -3.21553 -3.81006 -0.025 -0.069 0.025 -0.788
C 1.37010 -2.91276 -5.12973 -0.055 0.087 0.036 -0.677
C 1.26044 -1.60763 -5.58032 0.011 0.029 0.052 -0.994
C 0.83385 -0.61143 -4.71024 -0.046 0.002 0.032 -0.162
C 0.50188 -0.88669 -3.38535 -0.058 -0.020 0.018 -0.141
N 0.06890 0.08657 -2.43323 0.058 -0.312 -0.492 0.910
N 0.01082 1.25447 -2.90788 -0.033 0.625 -0.272 -0.887
C -0.29981 2.32990 -2.12762 0.121 0.301 -0.011 -0.247
C -0.76793 2.28412 -0.75106 -0.003 0.195 -0.400 0.472
O -1.17785 1.25709 -0.18109 -1.080 1.191 -0.215 -0.885
C -0.73608 3.55454 -0.01773 -0.113 -0.141 -0.031 -0.578
C -0.43062 4.72251 -0.60156 0.086 0.139 -0.199 -1.100
C -0.12816 4.81663 -2.01136 -0.060 0.013 0.152 1.180
C 0.11639 6.06291 -2.61429 0.001 -0.035 0.037 -0.822
C 0.38596 6.16446 -3.95863 0.004 -0.089 -0.026 -0.485
C 0.41083 4.99274 -4.73173 -0.041 -0.015 0.073 -0.682
C 0.18374 3.76136 -4.15757 0.025 -0.001 0.110 -0.441
C -0.08560 3.63115 -2.77417 0.006 -0.385 0.073 0.811
H 1.38012 -4.21371 -1.20168 0.014 0.041 -0.035 0.341
H -0.29418 -4.44432 -1.78382 -0.024 -0.008 -0.041 0.503
H 0.00074 -3.80497 -0.15653 -0.010 0.065 0.034 0.227
H 1.14776 -4.23636 -3.46581 0.010 0.057 -0.004 0.377
H 1.70480 -3.70208 -5.79237 -0.010 0.028 0.018 0.382
H 1.51444 -1.35927 -6.60471 -0.022 0.002 0.050 0.376
H 0.75066 0.41518 -5.04025 -0.005 -0.022 0.000 0.387
H -0.98230 3.49701 1.03687 -0.002 -0.030 -0.048 0.382
H -0.41618 5.63721 -0.01373 -0.002 -0.032 -0.050 0.303
H 0.08994 6.95383 -1.99277 -0.010 -0.057 -0.020 0.347
H 0.57574 7.12988 -4.41399 -0.019 -0.050 0.018 0.374
H 0.60676 5.05802 -5.79717 0.000 -0.022 0.051 0.369
H 0.20736 2.86421 -4.76116 0.007 0.036 0.014 0.359
O 3.14711 -0.30811 2.77147 0.138 -0.338 0.075 -0.665
C 3.26135 -1.33831 3.54596 -0.244 0.295 0.034 0.221
C 4.07085 -1.33498 4.71890 0.031 -0.167 0.008 -0.650
C 4.15532 -2.43971 5.54977 -0.069 0.086 -0.161 -0.351
C 3.44316 -3.61309 5.27755 -0.011 0.144 -0.102 -0.809
C 2.63636 -3.63522 4.14596 0.054 0.120 -0.079 -0.133
C 2.52907 -2.53656 3.29724 0.135 -0.186 0.063 -0.423
C 1.60188 -2.59326 2.10584 -0.272 0.204 0.139 0.071
O 1.96304 -1.74715 1.04736 0.980 -0.409 1.006 -0.497
N 0.24283 -2.27830 2.61309 0.080 -0.076 -0.186 0.010
N -0.79591 -2.30605 1.79167 0.057 -0.246 0.133 -0.307
C -1.96685 -1.96049 2.17059 0.062 -0.141 -0.185 -0.497
C -3.12079 -2.02759 1.26237 0.642 -0.002 -0.073 0.713
Br -2.64640 -2.33035 -0.54213 -0.375 -0.003 0.001 -0.177
C -4.35301 -1.84474 1.72542 -0.576 0.104 0.078 -0.748
C -5.70364 -1.80486 1.13323 0.111 0.015 0.081 1.054
C -6.04244 -2.06792 -0.19840 -0.003 -0.033 -0.065 -0.305
C -7.36313 -1.98496 -0.62521 0.073 -0.001 0.041 -0.701
C -8.37992 -1.64202 0.25673 0.097 -0.003 0.004 -0.368
C -8.06152 -1.38477 1.58395 0.047 -0.014 -0.013 -0.567
C -6.74453 -1.46782 2.00797 -0.071 0.016 0.057 -0.543
H 2.45632 -0.98187 1.53244 0.001 -0.284 0.025 0.273
H 4.62372 -0.42599 4.93510 -0.018 -0.061 -0.006 0.392
H 4.79025 -2.39499 6.42985 -0.017 0.020 -0.027 0.346
H 3.52084 -4.47895 5.92399 -0.009 0.041 -0.022 0.366
H 2.06935 -4.53249 3.90686 0.004 0.017 0.003 0.356
H 1.55437 -3.61038 1.72210 -0.022 -0.174 -0.173 0.254
H 0.16064 -1.90918 3.54798 -0.055 0.135 0.172 0.440
H -2.16334 -1.62042 3.18489 -0.066 0.032 0.167 0.266
H -4.36192 -1.65843 2.79694 -0.065 -0.002 0.012 0.123
H -5.27881 -2.34057 -0.91172 -0.012 0.034 0.054 0.278
H -7.59354 -2.19052 -1.66498 0.012 0.015 0.066 0.366
H -9.40560 -1.57299 -0.08565 0.039 -0.014 0.009 0.361
H -8.83879 -1.11798 2.29111 0.041 -0.007 -0.032 0.352
H -6.50655 -1.26348 3.04760 -0.022 -0.007 -0.069 0.302
S 2.13679 2.90506 3.46886 -0.064 0.025 0.113 -0.345
C 0.98130 1.82182 2.75589 0.151 -0.028 -0.177 -0.508
N 1.20200 1.47811 1.53793 0.365 0.402 0.230 0.613
C 2.36220 2.09214 1.06168 -0.243 -0.152 0.025 -0.234
C 2.87859 1.94598 -0.22903 -0.099 -0.050 -0.054 -0.452
C 4.03574 2.61959 -0.56371 -0.057 -0.052 -0.010 -0.887
C 4.69047 3.43367 0.37006 -0.037 0.015 0.077 -0.498
C 4.18959 3.59201 1.64863 0.012 -0.012 -0.060 -0.496
C 3.01607 2.91680 1.98023 0.001 -0.002 0.080 0.926
H 0.13317 1.46647 3.34239 0.240 0.076 -0.193 0.363
H 2.36515 1.32052 -0.95599 0.062 0.092 0.086 0.222
H 4.44261 2.51787 -1.56322 -0.027 0.006 0.059 0.428
H 5.60165 3.94751 0.08504 -0.050 -0.024 0.022 0.367
H 4.69786 4.21880 2.37147 -0.029 -0.024 -0.028 0.408
```
Forces are in eV/Å.

Summary:
- Total charge: -1
- E_LUMO: 2.14 eV
- Gap between HOMO and LUMO: 6.5 eV